# 1
# C40H55BrF4FeNPSbSeSi3

A molecular structure, C40H55BrF4FeNPSbSeSi3 in a non-equilibrium geometry (wB97M-V/def2-TZVPD, OMol25).

Structure (XYZ):
```
108
Properties=species:S:1:pos:R:3:lowdin_charge:R:1
Fe -1.616 0.309 0.805 0.47
C -0.675 1.489 4.225 -0.03
C -1.000 2.088 2.885 -0.21
C -2.325 2.156 2.396 -0.24
C -3.512 1.706 3.201 -0.02
C -2.586 2.804 1.167 -0.22
C -4.001 3.104 0.774 -0.03
C -1.522 3.262 0.373 -0.18
C -1.825 3.989 -0.907 -0.01
C -0.206 3.189 0.864 -0.17
C 0.935 3.751 0.062 -0.03
C 0.040 2.681 2.148 -0.19
C 1.404 2.867 2.754 -0.02
H -0.615 2.262 4.991 0.11
H 0.282 0.975 4.189 0.07
H -1.422 0.774 4.551 0.05
H -4.153 1.060 2.600 0.08
H -4.102 2.570 3.506 0.11
H -3.230 1.165 4.094 0.07
H -4.672 2.296 1.043 0.07
H -4.104 3.275 -0.291 0.06
H -4.339 4.000 1.295 0.12
H -2.430 3.378 -1.577 0.08
H -0.925 4.284 -1.434 0.06
H -2.389 4.895 -0.682 0.11
H 0.912 4.841 0.076 0.12
H 0.882 3.423 -0.974 0.05
H 1.889 3.437 0.469 0.05
H 2.137 2.199 2.303 0.07
H 1.411 2.692 3.822 0.08
H 1.734 3.892 2.604 0.10
F -1.766 -6.404 -0.777 0.17
C -1.622 -5.312 -0.042 -0.11
C -1.780 -5.363 1.343 -0.11
F -2.041 -6.513 1.946 0.17
C -1.647 -4.194 2.092 -0.18
F -1.753 -4.279 3.416 0.12
C -1.377 -2.964 1.500 -0.27
P -1.279 -1.366 2.437 1.08
C 0.488 -1.507 2.909 -0.34
C 1.364 -0.652 2.238 -0.15
C 2.722 -0.699 2.493 -0.08
C 3.222 -1.620 3.401 -0.05
C 2.360 -2.501 4.036 -0.04
C 0.995 -2.443 3.804 -0.06
C -2.406 -1.720 3.819 -0.38
C -3.738 -1.859 3.420 -0.11
C -4.725 -2.095 4.356 -0.05
C -4.389 -2.174 5.700 -0.04
C -3.071 -2.021 6.099 -0.05
C -2.073 -1.780 5.168 -0.09
C -1.164 -2.954 0.127 -0.46
Br -0.545 -1.350 -0.735 0.86
C -1.284 -4.099 -0.641 -0.24
F -1.065 -4.038 -1.956 0.09
H 0.965 0.068 1.525 0.06
H 3.394 -0.024 1.984 0.10
H 4.280 -1.642 3.610 0.12
H 2.751 -3.247 4.709 0.12
H 0.331 -3.118 4.320 0.11
H -3.975 -1.772 2.365 0.11
H -5.750 -2.212 4.044 0.12
H -5.156 -2.353 6.438 0.12
H -2.824 -2.087 7.147 0.12
H -1.048 -1.656 5.491 0.11
Se -4.830 0.817 -2.415 0.69
C -3.950 0.331 -1.019 -0.97
N -3.323 0.024 -0.067 -0.07
C 1.134 -0.240 -6.493 -0.20
Si -0.073 -0.299 -5.024 0.44
C -0.868 -1.988 -4.687 -0.22
C -1.337 1.129 -5.083 -0.20
Sb 1.524 0.132 -2.862 0.92
Si 2.938 2.409 -3.297 0.45
C 1.635 3.729 -3.768 -0.21
C 3.844 2.759 -1.650 -0.22
C 4.119 1.967 -4.722 -0.20
Si 3.219 -1.909 -2.269 0.43
C 3.696 -2.641 -3.960 -0.21
C 4.634 -1.005 -1.359 -0.21
C 2.490 -3.256 -1.134 -0.21
H 0.602 -0.355 -7.433 0.04
H 1.872 -1.034 -6.437 0.02
H 1.662 0.708 -6.531 0.01
H -1.348 -2.376 -5.579 0.04
H -1.629 -1.907 -3.918 0.02
H -0.142 -2.725 -4.355 0.02
H -2.013 0.979 -5.922 0.04
H -0.857 2.095 -5.219 0.02
H -1.942 1.173 -4.180 0.00
H 0.669 3.534 -3.308 0.00
H 1.479 3.756 -4.843 0.03
H 1.950 4.724 -3.466 0.04
H 3.388 2.225 -0.822 0.00
H 3.835 3.819 -1.413 0.04
H 4.883 2.449 -1.709 0.03
H 3.607 1.963 -5.680 0.02
H 4.566 0.987 -4.574 0.02
H 4.928 2.689 -4.791 0.04
H 4.160 -1.901 -4.604 0.02
H 2.832 -3.044 -4.479 0.02
H 4.405 -3.453 -3.831 0.04
H 5.059 -0.205 -1.958 0.01
H 5.435 -1.700 -1.125 0.04
H 4.293 -0.577 -0.419 0.01
H 1.646 -3.758 -1.593 0.01
H 2.181 -2.875 -0.166 0.01
H 3.254 -4.008 -0.957 0.05
```

Summary:
spin multiplicity	6
energy above the lowest of the compared OMol25 structures with the same formula, charge and spin	157.6	kJ/mol
frontier orbital gap (spin up / spin down)	7.650 / 4.981	eV
total charge	+2
F_max	0.0415	Eh/bohr
LUMO (spin up / spin down)	-5.0 / -7.6	eV
⟨S²⟩	8.7755

# 2
# C3H4ClF

A single C3H4ClF molecule in a non-equilibrium geometry (wB97M-V/def2-TZVPD, OMol25).

Structure (XYZ):
```
9
Properties=species:S:1:pos:R:3:nbo_charge:R:1
C 0.956 -0.226 -0.348 0.14
C 0.762 1.177 -0.208 -0.47
C -0.034 0.107 0.580 -0.16
H 0.846 -0.675 -1.257 0.22
H 0.335 1.599 -1.016 0.23
H 1.110 1.880 0.629 0.26
H -0.441 0.362 1.696 0.32
F 2.206 -0.647 0.113 -0.36
Cl -1.871 -0.217 -0.071 -0.18
```

Summary:
energy above the lowest of the compared OMol25 structures with the same formula, charge and spin	232.3	kJ/mol
frontier orbital gap	10.933	eV
F_max	0.1418	Eh/bohr
LUMO	0.6	eV
SMILES string	F[C@@H]1C[C@H]1Cl

# 3
# C35H88INO25P7

7 unconnected molecules or ions with the total composition C35H88INO25P7 in a non-equilibrium geometry (wB97M-V/def2-TZVPD, OMol25).

Structure (XYZ):
```
157
Properties=species:S:1:pos:R:3:lowdin_charge:R:1
C 3.386 0.825 -0.703 -0.15
C 2.326 0.279 -1.845 -0.24
C 0.829 0.316 -1.163 -0.22
C -0.238 1.243 -1.993 -0.25
C 0.027 2.858 -1.910 -0.20
C -0.544 3.575 -0.536 -0.19
C -1.324 5.020 -0.833 -0.20
C -2.930 4.978 -0.502 -0.21
C -3.801 4.752 -1.910 -0.19
C -4.143 3.148 -1.969 -0.22
C -4.607 2.596 -3.447 -0.20
C -3.588 1.423 -3.967 -0.15
C -4.142 -0.136 -3.750 -0.10
N -4.428 -0.451 -2.306 -0.07
C -3.878 -1.543 -1.616 0.09
C -4.006 -1.313 0.036 -0.47
P -2.376 -1.440 1.066 0.54
O -2.535 -0.708 2.649 -0.41
I -2.156 -3.879 1.586 0.35
C -4.516 0.286 -0.002 -0.16
C -5.464 0.103 -1.325 -0.12
H 3.129 1.944 -0.423 0.07
H 3.362 0.139 0.268 0.09
H 4.502 0.794 -1.116 0.07
H 2.426 0.903 -2.831 0.11
H 2.635 -0.837 -2.082 0.11
H 0.418 -0.802 -1.226 0.10
H 0.937 0.677 -0.054 0.11
H -0.184 0.918 -3.141 0.11
H -1.360 1.003 -1.668 0.07
H 1.168 3.110 -1.992 0.11
H -0.575 3.365 -2.806 0.11
H 0.339 3.818 0.229 0.12
H -1.231 2.792 0.001 0.09
H -0.831 5.859 -0.154 0.11
H -1.213 5.339 -1.966 0.10
H -3.326 5.887 0.131 0.11
H -3.107 4.013 0.176 0.10
H -4.784 5.393 -1.770 0.12
H -3.231 5.136 -2.859 0.11
H -3.180 2.557 -1.651 0.08
H -4.983 2.893 -1.161 0.11
H -5.731 2.276 -3.510 0.11
H -4.476 3.514 -4.198 0.12
H -2.529 1.660 -3.529 0.09
H -3.492 1.567 -5.148 0.13
H -3.212 -0.824 -4.054 0.15
H -5.004 -0.397 -4.460 0.14
H -3.232 -2.434 -2.032 0.18
H -4.969 -1.837 0.434 0.12
H -3.194 0.051 2.642 0.06
H -3.486 0.849 -0.217 0.11
H -5.096 0.599 0.990 0.14
H -6.287 -0.762 -1.121 0.16
H -6.081 1.044 -1.654 0.13
C 2.909 -4.181 2.821 -0.11
O 3.791 -4.612 1.803 -0.22
P 3.436 -4.231 0.277 0.45
O 2.577 -3.020 0.105 -0.26
O 2.824 -5.592 -0.333 -0.22
C 1.740 -6.191 0.340 -0.11
O 4.883 -4.140 -0.424 -0.20
C 5.690 -5.298 -0.457 -0.12
H 3.392 -3.388 3.397 0.10
H 1.960 -3.813 2.424 0.07
H 2.701 -5.025 3.483 0.08
H 1.026 -5.439 0.685 0.06
H 2.114 -6.768 1.189 0.09
H 1.231 -6.871 -0.348 0.06
H 5.340 -6.068 0.235 0.08
H 6.714 -5.023 -0.186 0.09
H 5.689 -5.701 -1.474 0.09
C 4.260 5.052 -4.792 -0.12
O 5.231 4.184 -4.240 -0.22
P 5.273 4.012 -2.638 0.45
O 3.987 4.296 -1.931 -0.26
O 6.518 4.927 -2.180 -0.22
C 6.529 6.280 -2.578 -0.10
O 5.836 2.515 -2.446 -0.23
C 7.125 2.212 -2.936 -0.11
H 3.500 4.455 -5.304 0.09
H 3.780 5.677 -4.037 0.08
H 4.749 5.704 -5.521 0.09
H 5.533 6.722 -2.495 0.09
H 6.885 6.352 -3.607 0.10
H 7.214 6.831 -1.929 0.09
H 7.496 2.971 -3.627 0.08
H 7.087 1.250 -3.457 0.09
H 7.814 2.129 -2.090 0.10
C -2.762 -8.521 0.888 -0.12
O -2.496 -9.605 0.020 -0.22
P -1.342 -9.425 -1.092 0.46
O -0.293 -8.412 -0.763 -0.24
O -2.154 -9.146 -2.456 -0.22
C -3.086 -8.088 -2.469 -0.11
O -0.794 -10.925 -1.297 -0.20
C -1.687 -11.909 -1.775 -0.11
H -2.406 -8.774 1.890 0.10
H -2.285 -7.595 0.559 0.06
H -3.842 -8.360 0.925 0.09
H -2.698 -7.215 -1.937 0.08
H -4.018 -8.421 -2.009 0.09
H -3.285 -7.809 -3.506 0.09
H -2.730 -11.592 -1.705 0.08
H -1.557 -12.821 -1.184 0.10
H -1.447 -12.127 -2.820 0.10
C -10.563 3.832 2.119 -0.11
O -9.875 2.596 2.122 -0.22
P -8.951 2.237 0.850 0.43
O -8.444 3.413 0.079 -0.25
O -9.844 1.199 -0.001 -0.23
C -11.145 1.594 -0.373 -0.10
O -7.808 1.296 1.482 -0.23
C -8.193 0.076 2.079 -0.12
H -10.102 4.495 2.855 0.10
H -10.551 4.315 1.140 0.08
H -11.603 3.653 2.404 0.09
H -11.164 2.639 -0.692 0.09
H -11.823 1.449 0.470 0.09
H -11.478 0.966 -1.203 0.10
H -9.266 0.030 2.275 0.09
H -7.658 -0.037 3.027 0.10
H -7.913 -0.747 1.415 0.08
C 8.641 12.662 -1.111 -0.12
O 8.212 11.522 -0.392 -0.22
P 7.399 10.381 -1.190 0.44
O 7.657 10.325 -2.661 -0.25
O 5.862 10.634 -0.777 -0.23
C 5.325 11.922 -0.981 -0.11
O 7.772 9.036 -0.385 -0.22
C 7.404 8.941 0.974 -0.11
H 9.728 12.623 -1.223 0.10
H 8.179 12.732 -2.098 0.08
H 8.374 13.555 -0.540 0.09
H 5.657 12.341 -1.935 0.09
H 5.628 12.575 -0.161 0.09
H 4.234 11.850 -0.988 0.09
H 7.132 9.909 1.400 0.08
H 8.247 8.533 1.540 0.10
H 6.555 8.257 1.063 0.09
C 4.205 -8.655 8.442 -0.12
O 3.346 -8.398 7.348 -0.23
P 2.693 -6.930 7.222 0.44
O 3.458 -5.832 7.890 -0.24
O 1.184 -7.127 7.751 -0.23
C 0.998 -7.693 9.029 -0.11
O 2.498 -6.751 5.634 -0.22
C 1.647 -7.649 4.954 -0.12
H 5.231 -8.740 8.075 0.10
H 4.158 -7.874 9.203 0.08
H 3.912 -9.603 8.900 0.09
H 1.725 -7.299 9.744 0.09
H 1.091 -8.778 8.962 0.09
H -0.008 -7.448 9.379 0.09
H 1.416 -8.534 5.550 0.08
H 2.136 -7.967 4.028 0.09
H 0.716 -7.132 4.702 0.09
```

Summary:
frontier orbital gap	6.831	eV
total charge	+1
F_max	0.1078	Eh/bohr
LUMO	-4.6	eV

# 4
# C18H21ClN2O2

A single C18H21ClN2O2 molecule in a non-equilibrium geometry (wB97M-V/def2-TZVPD, OMol25).

Structure (XYZ):
```
44
Properties=species:S:1:pos:R:3:nbo_charge:R:1
O -2.779 -1.626 0.902 -0.59
Cl 1.979 -1.688 0.617 0.04
O -0.634 -1.037 1.490 -0.53
C -1.618 -1.582 0.637 0.80
C -1.348 -2.038 -0.742 -0.23
C -2.226 -2.165 -1.690 0.04
C 2.360 -2.421 -1.820 -0.22
C 0.714 -2.750 -3.556 -0.21
C 1.412 -2.131 -0.925 -0.02
C -0.014 -2.306 -1.334 -0.08
C -0.327 -2.613 -2.667 0.11
C 2.070 -2.757 -3.158 -0.01
N -1.663 -2.666 -2.838 -0.53
N 0.061 3.613 1.322 -0.46
C 3.182 -3.178 -3.975 -0.62
C -1.083 -0.121 2.539 -0.08
C -0.712 3.717 2.614 -0.23
C -0.820 3.150 0.223 -0.21
C 1.363 2.977 1.567 -0.22
C -1.071 2.348 3.158 -0.46
C -1.327 1.700 0.602 -0.44
C 0.870 1.565 2.000 -0.45
C -0.700 1.287 2.074 0.00
H -3.344 -2.117 -1.498 0.24
H 3.303 -2.218 -1.469 0.21
H 0.380 -2.904 -4.656 0.20
H -2.132 -3.085 -3.663 0.43
H 3.621 -4.081 -3.638 0.23
H 2.949 -3.276 -5.090 0.21
H 3.909 -2.439 -3.897 0.22
H -0.531 -0.344 3.502 0.20
H -2.223 -0.088 2.826 0.22
H -0.155 4.421 3.211 0.21
H -1.658 4.309 2.468 0.20
H -0.323 3.062 -0.694 0.20
H -1.678 3.838 0.124 0.20
H 2.221 3.025 0.797 0.21
H 1.838 3.355 2.458 0.19
H -0.772 2.129 4.205 0.22
H -2.142 2.231 3.187 0.20
H -2.437 1.570 0.677 0.21
H -1.021 1.121 -0.244 0.21
H 1.221 1.429 3.000 0.19
H 1.284 0.780 1.355 0.22
```

Summary:
energy above the lowest of the compared OMol25 structures with the same formula, charge and spin	394.1	kJ/mol
frontier orbital gap	8.344	eV
F_max	0.1329	Eh/bohr
LUMO	0.7	eV
SMILES string	Cc1cc(Cl)c2c(C(=O)OCC34CCN(CC3)CC4)c[nH]c2c1